[1]
{"formula": "C38H44CaOP2", "method": "wB97M-V/def2-TZVPD", "spin_multiplicity": 1, "gap_ev": 7.217, "lumo_ev": -0.32, "homo_ev": -7.54, "charge": 0, "elements": ["Ca", "C", "C", "C", "C", "C", "C", "C", "C", "C", "H", "H", "H", "H", "H", "H", "H", "H", "H", "H", "H", "H", "H", "H", "H", "P", "P", "C", "C", "C", "C", "C", "C", "C", "C", "C", "C", "C", "C", "C", "C", "C", "C", "C", "C", "C", "C", "C", "C", "C", "C", "C", "C", "H", "H", "H", "H", "H", "H", "H", "H", "H", "H", "H", "H", "H", "H", "H", "H", "H", "H", "H", "H", "H", "H", "C", "C", "C", "O", "H", "H", "H", "H", "H", "H", "H"], "xyz": [[1.743, -1.163, -2.965], [-2.980, 0.255, 0.508], [-2.758, 0.200, -0.817], [-3.287, 1.237, -1.779], [-2.188, 2.057, -2.474], [-1.268, 2.853, -1.559], [-1.402, 2.933, -0.231], [-2.647, 2.853, 0.566], [-2.839, 1.504, 1.331], [3.306, 0.516, -2.541], [-3.199, -0.661, 1.058], [-2.144, -0.608, -1.263], [-3.983, 1.914, -1.252], [-3.915, 0.709, -2.528], [-1.486, 1.336, -2.904], [-2.651, 2.621, -3.300], [-0.281, 3.060, -2.033], [-0.510, 3.150, 0.374], [-3.554, 2.998, -0.018], [-2.653, 3.622, 1.359], [-2.037, 1.354, 2.054], [-3.742, 1.628, 1.937], [3.766, 0.375, -1.556], [2.449, 1.194, -2.327], [3.968, 1.273, -2.983], [0.201, -2.308, -8.179], [2.168, 0.277, -8.691], [-0.409, -0.712, -8.816], [0.436, 0.286, -9.147], [-0.528, -3.417, -9.510], [-1.647, -3.070, -10.292], [-2.054, -3.901, -11.347], [-1.411, -5.119, -11.592], [-0.322, -5.476, -10.791], [0.139, -4.628, -9.783], [-0.907, -2.437, -6.749], [-0.660, -1.603, -5.636], [-1.481, -1.645, -4.515], [-2.574, -2.535, -4.499], [-2.824, -3.389, -5.583], [-1.976, -3.343, -6.704], [2.779, 0.913, -10.373], [2.525, 0.097, -11.492], [2.910, 0.521, -12.765], [3.544, 1.756, -12.941], [3.750, 2.583, -11.837], [3.376, 2.166, -10.555], [2.250, 1.845, -7.746], [3.408, 2.059, -6.966], [3.551, 3.224, -6.216], [2.522, 4.177, -6.215], [1.376, 3.982, -6.988], [1.240, 2.817, -7.753], [-1.490, -0.637, -8.991], [0.110, 1.111, -9.794], [-2.206, -2.150, -10.086], [-2.887, -3.582, -11.979], [-1.749, -5.758, -12.407], [0.180, -6.419, -10.972], [1.018, -4.897, -9.196], [0.160, -0.881, -5.680], [-1.303, -0.960, -3.660], [-3.235, -2.543, -3.627], [-3.669, -4.098, -5.550], [-2.172, -4.010, -7.543], [2.006, -0.858, -11.368], [2.708, -0.116, -13.621], [3.855, 2.079, -13.933], [4.193, 3.566, -11.953], [3.520, 2.833, -9.701], [4.197, 1.306, -6.957], [4.465, 3.406, -5.644], [2.621, 5.090, -5.630], [0.581, 4.740, -7.017], [0.339, 2.673, -8.347], [2.394, -1.175, 1.150], [1.169, -1.605, 0.343], [-0.001, -1.220, 1.258], [1.024, -1.146, -1.006], [2.608, -0.092, 1.063], [3.334, -1.725, 0.971], [2.176, -1.421, 2.219], [1.172, -2.694, 0.219], [-0.492, -0.305, 0.915], [-0.742, -2.039, 1.310], [0.345, -1.084, 2.295]], "forces_ev_per_a": [[-0.16, 0.22, 0.95], [0.39, -0.05, -0.34], [-0.14, -0.13, -0.18], [0.41, 0.75, 0.20], [-0.38, 0.24, -0.12], [0.46, -0.85, -0.07], [0.89, 0.80, -0.41], [-0.74, -1.05, 1.17], [-1.70, 0.68, -0.22], [0.28, 1.17, -0.18], [1.22, -0.05, 0.17], [-1.24, -0.26, 0.20], [0.25, -0.60, -0.50], [0.48, 0.18, 0.26], [-0.10, -0.02, -0.41], [0.41, 0.04, 0.17], [-0.70, -0.12, 0.62], [-0.28, 0.24, -0.39], [0.28, 0.41, 0.08], [0.17, -0.11, -0.44], [0.25, -0.17, -0.11], [-0.01, 0.08, 0.26], [-0.21, -0.32, 0.13], [-0.17, -0.22, 0.27], [0.20, -0.46, -0.53], [0.23, -0.23, -0.60], [1.18, 0.54, -0.88], [0.41, 0.66, -0.26], [-1.27, -0.64, -0.36], [-0.18, 0.05, 0.21], [0.19, -0.35, -0.10], [-0.02, 0.15, 0.22], [0.15, 0.52, 0.38], [-0.16, 0.07, -0.14], [-0.37, 0.35, 0.02], [-0.71, -0.48, 0.41], [-0.11, -0.17, -0.16], [-0.31, -0.12, 0.02], [-0.01, -0.03, 0.04], [0.31, 0.25, 0.28], [-0.18, 0.22, 0.53], [-0.36, -0.17, 0.31], [0.23, 0.38, 0.07], [0.09, 0.11, 0.19], [-0.19, -0.08, 0.30], [-0.05, -0.27, 0.15], [-0.12, -0.23, -0.14], [0.15, 0.24, 0.47], [-0.40, 0.10, -0.17], [-0.22, 0.24, -0.08], [0.08, -0.08, -0.19], [0.00, -0.16, -0.10], [0.23, 0.17, 0.27], [0.43, 0.16, -0.16], [-0.22, -0.14, 0.53], [0.29, -0.47, -0.21], [0.22, -0.18, 0.24], [0.13, 0.12, 0.25], [0.04, 0.05, 0.03], [-0.22, 0.04, -0.16], [-0.11, -0.08, -0.13], [-0.24, -0.50, -0.55], [0.25, -0.06, -0.31], [0.55, 0.52, -0.03], [0.10, 0.20, 0.13], [0.21, 0.25, -0.03], [0.05, 0.08, 0.07], [-0.10, -0.07, 0.20], [0.02, -0.09, -0.08], [0.02, -0.24, -0.31], [-0.19, 0.14, 0.00], [-0.40, -0.15, -0.14], [0.03, -0.22, -0.09], [0.41, -0.37, 0.10], [0.25, 0.07, 0.16], [1.08, -0.14, 0.53], [-0.39, -0.09, -0.70], [-0.81, -0.44, 0.14], [0.41, -0.21, 0.64], [-0.24, -0.46, 0.03], [-0.29, 0.24, -0.54], [0.34, 0.38, -0.82], [0.16, -0.17, 0.61], [0.12, -0.15, 0.00], [0.01, 0.46, -0.23], [-0.33, 0.10, -0.45]], "mulliken_charge": [1.334, -0.815, 0.217, -0.970, 0.093, -0.715, -0.162, -0.821, -0.644, -1.346, 0.391, 0.201, 0.439, 0.450, -0.183, 0.424, 0.333, 0.310, 0.330, 0.445, 0.333, 0.453, 0.294, 0.169, 0.276, 0.036, -0.040, -0.766, -0.692, 0.392, 0.083, -0.575, -0.478, -0.492, -0.506, 0.511, -0.144, -0.350, -0.628, -0.781, -0.281, 0.321, -0.367, -0.597, -0.470, -0.556, -0.282, 0.297, -0.447, -0.607, -0.475, -0.722, 0.214, 0.645, 0.814, 0.184, 0.358, 0.374, 0.376, 0.361, 0.508, -0.117, 0.440, 0.358, 0.335, 0.405, 0.371, 0.361, 0.375, 0.291, 0.342, 0.422, 0.394, 0.390, 0.353, -1.365, 0.409, -0.753, -0.720, 0.261, 0.323, 0.436, 0.148, -0.226, 0.337, 0.374]}

***

[2]
{"formula": "C38H44N3", "method": "wB97M-V/def2-TZVPD", "spin_multiplicity": 1, "gap_ev": 7.715, "relative_energy_kj_mol": 14.27, "lumo_ev": -1.78, "homo_ev": -9.50, "charge": 1, "elements": ["C", "N", "C", "C", "C", "C", "C", "C", "C", "C", "C", "C", "C", "C", "C", "C", "C", "C", "N", "C", "N", "C", "C", "C", "C", "C", "C", "C", "C", "C", "C", "C", "C", "C", "C", "C", "C", "C", "C", "C", "C", "H", "H", "H", "H", "H", "H", "H", "H", "H", "H", "H", "H", "H", "H", "H", "H", "H", "H", "H", "H", "H", "H", "H", "H", "H", "H", "H", "H", "H", "H", "H", "H", "H", "H", "H", "H", "H", "H", "H", "H", "H", "H", "H", "H"], "xyz": [[5.548, -4.143, -1.887], [4.696, -4.208, -0.723], [5.222, -5.067, 0.307], [4.214, -5.332, 1.412], [3.552, -4.028, 1.874], [3.052, -3.203, 0.736], [2.060, -2.227, 0.889], [1.307, -1.810, -0.219], [-0.057, -1.106, -0.160], [-0.088, 0.140, -1.065], [1.094, 0.824, -1.401], [1.123, 1.714, -2.466], [-0.085, 2.136, -3.069], [-1.304, 1.729, -2.464], [-1.290, 0.600, -1.643], [-2.561, 2.441, -2.830], [-2.583, 2.793, -4.316], [-1.301, 3.490, -4.739], [-0.106, 2.859, -4.225], [1.106, 3.116, -4.973], [-0.460, -0.835, 1.176], [-0.605, -2.092, 2.057], [-2.015, -2.574, 1.761], [-2.816, -1.356, 1.298], [-1.836, -0.170, 1.280], [-1.867, 0.731, 2.498], [-3.248, 1.379, 2.697], [-3.464, 2.112, 3.869], [-4.671, 2.781, 4.074], [-5.678, 2.709, 3.102], [-5.466, 1.996, 1.919], [-4.242, 1.345, 1.709], [-0.802, 1.816, 2.294], [0.255, 1.976, 3.193], [1.126, 3.060, 3.043], [0.991, 3.924, 1.955], [-0.030, 3.721, 1.016], [-0.955, 2.693, 1.220], [1.791, -2.102, -1.504], [2.979, -2.785, -1.666], [3.603, -3.405, -0.557], [5.184, -3.417, -2.614], [6.568, -3.849, -1.591], [5.609, -5.130, -2.369], [5.545, -6.009, -0.164], [6.130, -4.600, 0.730], [3.454, -6.034, 1.044], [4.734, -5.818, 2.243], [2.730, -4.279, 2.558], [4.281, -3.441, 2.454], [1.857, -1.829, 1.894], [-0.806, -1.807, -0.568], [2.023, 0.589, -0.877], [2.077, 2.076, -2.863], [-2.254, 0.090, -1.470], [-3.427, 1.823, -2.577], [-2.667, 3.373, -2.246], [-3.429, 3.444, -4.548], [-2.697, 1.873, -4.902], [-1.324, 4.537, -4.394], [-1.219, 3.524, -5.832], [1.710, 2.206, -5.093], [0.823, 3.471, -5.970], [1.733, 3.879, -4.491], [0.253, -0.216, 1.582], [-0.449, -1.780, 3.099], [0.129, -2.864, 1.816], [-2.469, -3.054, 2.634], [-1.975, -3.330, 0.965], [-3.687, -1.160, 1.937], [-3.201, -1.521, 0.279], [-1.986, 0.445, 0.394], [-1.637, 0.104, 3.382], [-2.658, 2.165, 4.606], [-4.818, 3.355, 4.991], [-6.629, 3.212, 3.270], [-6.240, 1.934, 1.149], [-4.089, 0.817, 0.760], [0.362, 1.273, 4.027], [1.916, 3.221, 3.783], [1.664, 4.773, 1.838], [-0.133, 4.361, 0.140], [-1.821, 2.599, 0.558], [1.236, -1.762, -2.379], [3.406, -2.887, -2.659]], "forces_ev_per_a": [[0.09, -0.10, -0.20], [0.10, -0.16, -0.50], [0.36, 0.11, 0.42], [-0.13, 0.00, -0.21], [0.57, 0.03, 0.79], [0.05, 0.59, -0.85], [-0.26, -0.37, -0.43], [0.05, 0.24, -0.21], [0.98, -0.28, -2.98], [0.05, 0.17, -0.02], [-0.26, -0.39, 0.02], [-0.11, 0.21, -0.13], [0.09, -0.29, 0.27], [0.28, -0.61, 0.07], [0.37, 0.44, -0.18], [-0.52, 0.13, -0.30], [-0.01, -0.24, -0.19], [-0.28, 0.58, 0.13], [0.34, -0.16, -0.21], [0.25, 0.09, 0.08], [-0.68, 0.13, 2.73], [-0.23, -0.01, 0.07], [-0.21, -0.46, -0.03], [-0.19, 0.05, -0.26], [-0.41, -0.39, -0.02], [0.02, 0.13, 0.17], [0.13, 0.05, -0.25], [-0.20, -0.04, -0.17], [0.10, -0.21, -0.23], [0.15, -0.10, -0.02], [0.31, -0.01, 0.19], [-0.16, 0.18, 0.16], [-0.27, -0.04, 0.53], [-0.13, 0.11, -0.22], [0.17, -0.06, -0.01], [-0.13, -0.08, -0.10], [-0.17, -0.33, 0.31], [0.33, 0.37, -0.10], [0.05, -0.15, 0.38], [-0.05, -0.03, 0.17], [-0.46, 0.10, 0.12], [0.20, -0.18, 0.15], [-0.21, -0.05, -0.07], [0.00, 0.25, 0.01], [-0.11, 0.19, 0.15], [-0.11, -0.14, 0.01], [0.07, 0.17, 0.07], [-0.17, 0.06, -0.06], [0.14, 0.17, -0.11], [-0.07, -0.17, 0.03], [0.02, -0.58, -0.37], [0.17, 0.13, 0.12], [-0.24, -0.07, -0.34], [-0.38, -0.06, 0.39], [0.49, 0.31, 0.03], [0.00, 0.05, 0.01], [0.17, -0.29, -0.05], [0.06, -0.10, -0.02], [-0.02, 0.08, 0.08], [-0.07, -0.07, -0.08], [-0.14, -0.06, 0.23], [-0.18, 0.14, 0.06], [0.18, -0.07, 0.28], [-0.03, -0.05, -0.13], [-0.21, 0.15, 0.08], [-0.13, 0.02, -0.35], [-0.20, 0.52, -0.06], [0.19, 0.07, -0.13], [-0.04, 0.13, 0.25], [0.40, 0.03, -0.17], [0.03, 0.04, 0.32], [0.28, -0.19, 0.36], [-0.04, 0.48, -0.14], [-0.30, 0.03, -0.13], [-0.03, -0.19, -0.32], [0.21, -0.09, -0.05], [0.24, 0.10, 0.32], [-0.09, 0.23, 0.45], [-0.01, 0.34, -0.21], [-0.27, -0.03, -0.34], [-0.11, -0.29, 0.04], [0.06, -0.05, 0.31], [0.36, 0.02, 0.14], [0.21, -0.06, 0.23], [-0.31, -0.12, 0.18]], "mulliken_charge": [-1.026, 0.045, -0.765, -0.764, -0.619, 0.218, -0.505, -0.538, 0.307, -0.678, -0.277, -1.042, 0.366, 0.650, -0.724, -0.724, -0.924, -0.572, 0.072, -1.211, 0.296, -0.383, -1.044, -1.222, 0.051, 0.293, 0.003, -0.284, -0.858, -0.470, -1.081, 0.511, -0.093, 0.233, -0.807, -0.553, -0.698, 0.012, -1.293, -1.256, 1.229, 0.294, 0.328, 0.324, 0.401, 0.378, 0.345, 0.346, 0.297, 0.293, 0.770, 0.419, 0.669, 0.509, 0.505, 0.388, 0.300, 0.382, 0.337, 0.274, 0.418, 0.418, 0.331, 0.334, 0.934, 0.396, 0.634, 0.410, 0.316, 0.754, 0.307, -1.082, 0.821, 0.415, 0.398, 0.394, 0.410, 0.254, 0.475, 0.416, 0.420, 0.462, 0.194, 0.507, 0.229]}